{
  "formula": "C2Br2Cl2S",
  "method": "ωB97M-V/def2-TZVPD",
  "e_above_lowest_kj_mol": 423.4,
  "charge": 0,
  "energy_ha": -6542.60755,
  "orbital_gap_ev": 7.547,
  "fmax_ev_per_a": 2.62,
  "homo_ev": -8.98,
  "symbols": ["C", "C", "S", "Cl", "Cl", "Br", "Br"],
  "xyz": [[-1.683, -0.067, 0.883], [1.157, -0.162, -0.465], [-1.156, 1.218, 0.050], [2.231, 0.812, 0.251], [-1.717, 1.543, -1.995], [-2.780, -1.476, 0.317], [1.911, -1.557, -1.477]],
  "atomic_forces_ev_per_a": [[0.03, 1.50, -1.53], [-0.96, -1.47, -1.22], [-1.61, -1.49, 1.43], [1.55, 1.00, 0.77], [0.09, -0.27, 0.36], [0.58, 0.71, 0.15], [0.33, 0.01, 0.05]],
  "nbo_charge": [-0.427, -0.266, 0.571, 0.140, -0.291, 0.159, 0.113]
}